Arrangement w

ORCA calculation (ωB97M-V/def2-TZVPD) on 2 unconnected molecules or ions with the total composition C5H15N2O.

Values from the calculation:
**Charge**: +1
**Highest occupied orbital energy**: -13.10 eV
**HOMO-LUMO gap**: 10.111 eV

Each atom is followed by the atoms it is bonded to, with distances in Å.
Atoms and positions in Å:
1 C -0.69 -1.34 -3.37  N2 1.463, H5 1.089, H6 1.090, H7 1.091
2 N -0.28 -0.98 -2.01  C1 1.463, C3 1.437, H8 1.013
3 C -0.06 -2.12 -1.17  N2 1.437, O4 1.467, H9 1.093, H10 1.087
4 O 0.79 -1.68 -0.06  C3 1.467, H11 0.981
5 H 0.11 -1.85 -3.90  C1 1.089
6 H -0.88 -0.45 -3.96  C1 1.090
7 H -1.60 -1.95 -3.38  C1 1.091
8 H -0.99 -0.42 -1.57  N2 1.013
9 H -0.97 -2.52 -0.71  C3 1.093
10 H 0.46 -2.90 -1.71  C3 1.087
11 H 1.22 -0.92 -0.50  O4 0.981
12 C 0.05 3.32 1.55  C13 1.489, H16 1.088, H17 1.087, H18 1.095
13 C 0.57 1.93 1.70  C12 1.489, C14 1.325, H19 1.087
14 C -0.17 0.89 2.05  C13 1.325, N15 1.477, H20 1.080
15 N 0.45 -0.44 2.20  C14 1.477, H21 1.017, H22 1.018, H23 1.099
16 H -0.96 3.46 1.94  C12 1.088
17 H 0.73 4.03 2.03  C12 1.087
18 H 0.00 3.59 0.50  C12 1.095
19 H 1.62 1.76 1.47  C13 1.087
20 H -1.23 0.90 2.26  C14 1.080
21 H 1.41 -0.36 2.51  N15 1.017
22 H -0.05 -0.99 2.89  N15 1.018
23 H 0.45 -0.95 1.22  N15 1.099


Arrangement x

ORCA calculation (ωB97M-V/def2-TZVPD) on 2 unconnected molecules or ions with the total composition C5H15N2O.

Values from the calculation:
**Charge**: +1
**Highest occupied orbital energy**: -12.18 eV
**HOMO-LUMO gap**: 8.654 eV

Each atom is followed by the atoms it is bonded to, with distances in Å.
Atoms and positions in Å:
1 C 1.38 -0.11 -0.87  C2 1.543, H8 1.095, H9 1.095, H10 1.088
2 C 0.17 -1.02 -0.56  C1 1.543, C3 1.544, N7 1.452, H11 1.095
3 C -1.10 -0.28 -0.07  C2 1.544, C4 1.502, H12 1.101, H13 1.093
4 C -1.18 1.20 -0.33  C3 1.502, C5 1.322, N6 1.480
5 C -1.55 2.09 0.57  C4 1.322, H14 1.081, H15 1.076
6 N -1.05 1.63 -1.74  C4 1.480, H16 1.024, H17 1.022, H18 1.023
7 N 0.39 -2.09 0.39  C2 1.452, H19 1.010, H20 1.028
8 H 1.49 0.76 -0.23  C1 1.095
9 H 1.33 0.23 -1.91  C1 1.095
10 H 2.30 -0.68 -0.78  C1 1.088
11 H -0.08 -1.46 -1.53  C2 1.095
12 H -2.05 -0.69 -0.42  C3 1.101
13 H -1.24 -0.50 0.99  C3 1.093
14 H -1.82 3.12 0.35  C5 1.081
15 H -1.76 1.75 1.57  C5 1.076
16 H -0.15 1.48 -2.21  N6 1.024
17 H -1.23 2.64 -1.75  N6 1.022
18 H -1.79 1.21 -2.30  N6 1.023
19 H 0.98 -2.83 0.02  N7 1.010
20 H 0.79 -1.68 1.24  N7 1.028
21 H 2.26 -0.25 2.57  O23 0.954
22 H 2.70 -1.82 2.26  O23 0.960
23 O 2.02 -1.16 2.41  H21 0.954, H22 0.960


Energies relative to the minimum, hartree: arrangement w 0.0000; arrangement x 0.0140


Arrangement w

ORCA calculation (ωB97M-V/def2-TZVPD) on a gas-phase ion, C5H15N2O (charge +1).

Values from the calculation:
**Charge**: +1
**Highest occupied orbital energy (alpha / beta)**: -13.07 / -13.07 eV
**HOMO-LUMO gap (alpha / beta)**: 9.588 / 9.588 eV

Each atom is followed by the atoms it is bonded to, with distances in Å.
Atoms and positions in Å:
1 C -2.26 0.62 -0.60  N2 1.426, H9 1.029, H10 1.097, H11 1.043
2 N -1.41 -0.01 0.35  C1 1.426, C3 1.452, O4 1.288
3 C -1.90 -1.24 0.94  N2 1.452, H12 1.067, H13 1.079, H14 1.106
4 O -0.32 0.56 0.74  N2 1.288, N5 1.646
5 N 1.14 0.26 0.05  O4 1.646, C6 1.416, C7 1.456, C8 1.479
6 C 1.89 -0.49 0.98  N5 1.416, H15 1.113, H16 1.100, H17 1.056
7 C 1.78 1.51 -0.31  N5 1.456, H18 1.055, H19 1.075, H20 1.107
8 C 0.76 -0.48 -1.18  N5 1.479, H21 1.080, H22 1.083, H23 1.099
9 H -1.74 1.27 -1.20  C1 1.029
10 H -2.88 -0.05 -1.21  C1 1.097
11 H -2.87 1.29 -0.07  C1 1.043
12 H -1.33 -1.51 1.80  C3 1.067
13 H -2.93 -1.08 1.24  C3 1.079
14 H -1.98 -1.97 0.11  C3 1.106
15 H 1.22 -1.24 1.46  C6 1.113
16 H 2.67 -0.98 0.37  C6 1.100
17 H 2.31 0.07 1.77  C6 1.056
18 H 1.70 2.05 -1.22  C7 1.055
19 H 1.43 2.15 0.48  C7 1.075
20 H 2.87 1.35 -0.23  C7 1.107
21 H 0.05 0.04 -1.81  C8 1.080
22 H 1.58 -0.82 -1.79  C8 1.083
23 H 0.22 -1.30 -0.69  C8 1.099


Arrangement x

ORCA calculation (ωB97M-V/def2-TZVPD) on 2 unconnected molecules or ions with the total composition C5H15N2O.

Values from the calculation:
**Charge**: +1
**Highest occupied orbital energy**: -12.24 eV
**HOMO-LUMO gap**: 8.704 eV

Each atom is followed by the atoms it is bonded to, with distances in Å.
Atoms and positions in Å:
1 C -1.17 2.04 0.10  C2 1.459, H8 1.112, H9 1.101, H10 1.152
2 C -1.49 0.76 0.72  C1 1.459, C3 1.584, H11 1.072, H12 1.117
3 C -1.05 -0.43 -0.23  C2 1.584, C4 1.497, H13 1.122, H14 1.103
4 C 0.35 -0.40 -0.76  C3 1.497, C5 1.354, N7 1.434
5 C 0.68 0.31 -1.87  C4 1.354, N6 1.448, H15 1.115
6 N 1.98 0.44 -2.48  C5 1.448, H16 0.996, H17 0.990
7 N 1.14 -1.20 0.12  C4 1.434, H18 1.111, H19 1.179, H20 1.004
8 H -1.66 2.27 -0.87  C1 1.112
9 H -0.07 2.04 0.08  C1 1.101
10 H -1.80 2.89 0.54  C1 1.152
11 H -1.17 0.44 1.69  C2 1.072
12 H -2.60 0.67 0.80  C2 1.117
13 H -1.84 -0.51 -1.03  C3 1.122
14 H -1.31 -1.23 0.49  C3 1.103
15 H -0.12 0.72 -2.53  C5 1.115
16 H 2.03 1.03 -3.28  N6 0.996
17 H 2.79 0.26 -1.93  N6 0.990
18 H 0.91 -0.89 1.17  N7 1.111
19 H 0.89 -2.35 0.07  N7 1.179
20 H 2.13 -1.05 0.05  N7 1.004
21 H -0.06 -2.61 2.94  O23 1.024
22 H 0.88 -1.38 3.50  O23 0.958
23 O 0.55 -1.82 2.71  H21 1.024, H22 0.958


Energies relative to the minimum, hartree: arrangement w 0.0985; arrangement x 0.0000


Arrangement w

ORCA calculation (ωB97M-V/def2-TZVPD) on C3H7NO in the gas phase.

Values from the calculation:
**Highest occupied orbital energy**: -10.06 eV
**HOMO-LUMO gap**: 11.074 eV

Each atom is followed by the atoms it is bonded to, with distances in Å.
Atoms and positions in Å:
1 H -0.61 -1.83 -1.02  N2 1.016
2 N -0.60 -1.36 -0.13  H1 1.016, C3 1.269
3 C -0.07 -0.23 -0.36  N2 1.269, C4 1.504, O5 1.346
4 C 0.42 0.22 -1.71  C3 1.504, H7 1.091, H8 1.096, H9 1.091
5 O 0.15 0.71 0.58  C3 1.346, C6 1.426
6 C -0.17 0.41 1.94  O5 1.426, H10 1.095, H11 1.095, H12 1.093
7 H -0.09 1.14 -2.01  C4 1.091
8 H 0.23 -0.54 -2.49  C4 1.096
9 H 1.49 0.39 -1.68  C4 1.091
10 H -1.24 0.21 2.07  C6 1.095
11 H 0.40 -0.44 2.31  C6 1.095
12 H 0.10 1.32 2.49  C6 1.093


Arrangement x

ORCA calculation (ωB97M-V/def2-TZVPD) on C3H7NO in the gas phase.

Values from the calculation:
**Highest occupied orbital energy**: -9.64 eV
**HOMO-LUMO gap**: 10.521 eV

Each atom is followed by the atoms it is bonded to, with distances in Å.
Atoms and positions in Å:
1 C -0.06 -0.24 -1.51  N2 1.447, H6 1.102, H7 1.097, H8 1.090
2 N 0.92 0.02 -0.49  C1 1.447, C3 1.360, H9 1.043
3 C 0.71 0.24 0.84  N2 1.360, C4 1.533, O5 1.216
4 C -0.73 0.05 1.32  C3 1.533, H10 1.154, H11 1.127, H12 1.120
5 O 1.58 0.57 1.63  C3 1.216
6 H -1.00 -0.52 -1.00  C1 1.102
7 H 0.26 -1.08 -2.13  C1 1.097
8 H -0.22 0.60 -2.19  C1 1.090
9 H 1.86 0.35 -0.81  N2 1.043
10 H -1.47 0.61 0.64  C4 1.154
11 H -1.08 -1.02 1.32  C4 1.127
12 H -0.77 0.42 2.38  C4 1.120


Arrangement y

ORCA calculation (ωB97M-V/def2-TZVPD) on C3H7NO in the gas phase.

Values from the calculation:
**Highest occupied orbital energy**: -9.76 eV
**HOMO-LUMO gap**: 10.546 eV

Each atom is followed by the atoms it is bonded to, with distances in Å.
Atoms and positions in Å:
1 C -1.89 -0.25 -0.06  N2 1.456, H6 1.090, H7 1.098, H8 1.093
2 N -0.52 0.22 0.10  C1 1.456, C3 1.371, H9 0.998
3 C 0.68 -0.17 -0.42  N2 1.371, C4 1.611, O5 1.213
4 C 1.77 0.28 0.68  C3 1.611, H10 1.094, H11 1.093, H12 1.110
5 O 0.89 -0.67 -1.50  C3 1.213
6 H -1.96 -1.14 -0.69  C1 1.090
7 H -2.58 0.51 -0.45  C1 1.098
8 H -2.23 -0.50 0.94  C1 1.093
9 H -0.29 0.44 1.05  N2 0.998
10 H 2.12 1.29 0.43  C4 1.094
11 H 2.65 -0.36 0.77  C4 1.093
12 H 1.39 0.38 1.72  C4 1.110


Arrangement z

ORCA calculation (ωB97M-V/def2-TZVPD) on 2 unconnected molecules or ions with the total composition C3H7NO.

Values from the calculation:
**Highest occupied orbital energy (alpha / beta)**: -8.92 / -7.70 eV
**HOMO-LUMO gap (alpha / beta)**: 9.578 / 7.556 eV

Each atom is followed by the atoms it is bonded to, with distances in Å.
Atoms and positions in Å:
1 C -2.19 -0.51 -0.43  N4 1.227, H6 1.089, H7 1.247
2 C 1.27 -0.31 0.21  O5 1.321, H8 1.079, H9 1.047, H10 1.032
3 C 0.08 1.50 0.01  O5 1.371, H11 1.040, H12 1.058
4 N -2.20 0.28 0.51  C1 1.227
5 O 0.64 0.45 -0.68  C2 1.321, C3 1.371
6 H -2.97 -1.03 -0.98  C1 1.089
7 H -1.21 -0.75 -1.15  C1 1.247
8 H 2.20 0.11 0.55  C2 1.079
9 H 1.29 -1.22 -0.31  C2 1.047
10 H 0.74 -0.51 1.07  C2 1.032
11 H 0.30 1.59 1.02  C3 1.040
12 H -0.09 2.35 -0.59  C3 1.058


Energies relative to the minimum, hartree: arrangement w 0.0176; arrangement x 0.0000; arrangement y 0.0147; arrangement z 0.2065